Entry 1:
C9H22INO4PS | ωB97M-V with the def2-TZVPD basis set

The value obtained for the lowest unoccupied orbital energy is -3.430 eV. The calculation puts the orbital gap at 9.4470 eV. The HOMO energy comes out at -12.88 eV. As for the total charge: +1. As for the largest force on an atom: 0.06522 Eh/bohr.

Each line ends with the Löwdin charge.
Element x y z (Å)
C 5.67246 -0.23630 1.53126  -0.26
P 4.04296 -0.39889 0.59900  0.97
O 3.99207 -1.98198 0.04172  -0.31
N 2.72913 -0.16193 1.84972  -0.26
C 1.61714 0.63033 1.19279  -0.16
C 0.18946 0.13147 1.50341  -0.16
C -0.01975 -1.39826 1.37138  -0.15
C 1.24810 -2.23845 1.76647  -0.23
C 2.23514 -1.37582 2.57418  -0.70
I 3.79190 -2.63619 3.39502  1.00
H 5.49833 0.20291 2.52155  0.04
H 6.38844 0.35055 0.95429  0.05
H 6.07568 -1.25153 1.64523  0.02
H 4.60810 -2.53492 0.53492  0.01
H 3.12842 0.45279 2.56251  0.14
H 1.76864 0.57383 0.10946  0.09
H 1.70791 1.69400 1.43230  0.14
H -0.11560 0.47712 2.49757  0.12
H -0.50758 0.61075 0.79044  0.11
H -0.83404 -1.71206 2.03111  0.12
H -0.31945 -1.69816 0.36246  0.12
H 1.68695 -2.74397 0.90466  0.10
H 0.90504 -3.02837 2.44277  0.10
H 1.67720 -1.00976 3.44337  0.10
O -2.96594 1.08234 -0.62380  -0.30
S -2.96050 1.75380 -1.89556  0.58
O -3.49590 3.07448 -2.04786  -0.27
O -3.61875 0.78897 -2.99464  -0.26
C -4.93957 0.27517 -2.74348  -0.25
C -6.01641 1.31954 -2.97000  -0.07
C -1.31864 1.73820 -2.54909  -0.13
H -4.99660 -0.14149 -1.73533  0.11
H -5.07928 -0.54918 -3.44184  0.12
H -5.94939 2.12245 -2.23617  0.07
H -7.00614 0.86982 -2.88863  0.08
H -5.91103 1.77135 -3.95654  0.09
H -0.91686 0.73084 -2.47034  0.07
H -0.72621 2.43246 -1.95615  0.07
H -1.35108 2.06616 -3.58484  0.08

---

Entry 2:
C9H22N2O2 | ωB97M-V with the def2-TZVPD basis set

The calculation puts the energy above the lowest of the compared OMol25 structures with the same formula, charge and spin at 98.0 kcal per mole. The value obtained for the lowest unoccupied orbital energy (alpha / beta) is -8.607 / -8.608 eV. The calculation puts the orbital gap (alpha / beta) at 7.9602 / 7.9594 eV. The HOMO energy (alpha / beta) comes out at -16.57 / -16.57 eV. As for the total charge: +2. As for the largest force on an atom: 0.13563 Eh/bohr.

Each line ends with the Löwdin charge.
Element x y z (Å)
C 1.28939 -1.11324 0.00612  -0.11
C 1.78988 1.12177 0.74991  -0.08
C 2.87891 -1.14622 -0.28270  -0.16
C 3.29674 0.87011 0.31705  -0.17
C 0.89729 0.80439 -1.50565  0.03
C -3.39950 0.18823 0.97916  0.03
C -1.70928 -1.67170 0.60580  0.03
C -2.30213 -0.19736 -1.18600  0.05
C -0.98794 0.56587 0.71133  -0.08
N 0.94991 0.28072 -0.07661  -0.16
N -2.14889 -0.26086 0.30062  -0.30
O 3.57748 -0.43478 0.67645  -0.06
O -1.04625 1.82526 0.25473  0.09
H 1.07305 -1.77857 -0.85507  0.15
H 1.14251 -1.46720 0.91997  0.09
H 1.61323 0.71427 1.85121  0.19
H 1.45990 2.24671 0.55814  0.17
H 3.06585 -2.26545 -0.24599  0.16
H 3.12199 -0.77169 -1.35163  0.16
H 3.44369 1.10480 -0.73552  0.12
H 4.10329 1.46651 0.82912  0.17
H 1.71640 1.36733 -1.80578  0.09
H 1.03005 0.02716 -2.10501  0.06
H 0.07056 1.43457 -1.82804  0.12
H -3.88326 1.15957 0.68728  0.15
H -4.25679 -0.48059 1.01467  0.12
H -3.12819 0.23942 2.13219  0.17
H -1.26176 -2.13392 -0.25894  0.10
H -1.32141 -1.91062 1.61560  0.14
H -2.72521 -2.19760 0.52430  0.15
H -1.53959 -0.57179 -1.81225  0.11
H -3.29620 -0.62561 -1.33714  0.14
H -2.53028 0.78091 -1.40126  0.09
H -0.72856 0.46358 1.68862  0.13
H -0.25488 2.36603 0.36531  0.12

---

Entry 3:
C9H22N2Si | ωB97M-V with the def2-TZVPD basis set

The calculation puts the energy above the lowest of the compared OMol25 structures with the same formula, charge and spin at 97.4 kcal per mole. The value obtained for the lowest unoccupied orbital energy is 0.907 eV. The calculation puts the orbital gap at 9.2344 eV. The HOMO energy comes out at -8.33 eV. As for the total charge: 0. As for the largest force on an atom: 0.08023 Eh/bohr. The structure (SMILES) is C=C[Si@H](C(C)C)N(C)C.[H]/N=C\C.

Each line ends with the Löwdin charge.
Element x y z (Å)
C 0.63754 -2.17070 1.63206  -0.08
C 1.09010 -0.93406 1.35185  -0.24
Si 0.05393 0.56973 0.80769  0.65
C 0.12118 0.58399 -1.13611  -0.47
C 1.06801 -0.43286 -1.68875  -0.18
C 0.60845 1.85156 -1.86984  -0.14
N 0.80757 2.02796 1.37658  -0.34
C 0.38835 2.78713 2.56980  -0.14
C 2.19657 2.23455 1.27593  -0.20
H 1.06196 -3.12949 1.58945  0.03
H -0.44685 -2.44327 1.85950  0.06
H 2.10592 -0.75606 1.05213  0.04
H -1.31141 0.67856 1.21005  -0.01
H -0.85630 0.49871 -1.69793  0.11
H 0.86926 -0.68390 -2.78567  0.11
H 2.12768 -0.15240 -1.64207  0.09
H 0.98478 -1.23250 -1.06193  0.00
H 0.06203 2.76632 -1.76771  0.07
H 0.77055 1.40001 -2.86871  0.07
H 1.65645 1.93056 -1.56144  0.05
H 1.12813 2.65471 3.31712  0.05
H 0.18563 3.97384 2.45948  0.13
H -0.44179 2.37238 3.02449  0.03
H 2.68438 1.48885 0.48696  0.11
H 2.47840 3.23586 1.05370  0.07
H 2.73000 2.01374 2.24600  0.09
H -1.39824 -2.82072 -1.43947  0.05
N -1.79878 -2.96168 -0.52252  0.09
C -3.03852 -2.82894 -0.37444  -0.29
C -4.13025 -2.83963 -1.47432  -0.09
H -3.53949 -3.03368 0.62913  0.11
H -5.00203 -2.29321 -1.11902  0.06
H -3.88724 -2.19505 -2.36317  0.08
H -4.46910 -3.79003 -1.75694  0.04

---

Entry 4:
C9H22N4O7P2Pd | ωB97M-V with the def2-TZVPD basis set

As for the multiplicity: 2. The value obtained for the lowest unoccupied orbital energy (alpha / beta) is 2.814 / 2.279 eV. The calculation puts the orbital gap (alpha / beta) at 5.6774 / 4.8349 eV. The HOMO energy (alpha / beta) comes out at -2.86 / -2.56 eV. As for the total charge: -1. As for the largest force on an atom: 0.04271 Eh/bohr.

Each line ends with the Löwdin charge.
Element x y z (Å)
Pd 0.13550 0.10022 0.19794  0.37
N 3.02920 -0.67008 2.39674  0.12
C 2.22790 -1.64838 1.61404  -0.52
C 2.67780 -3.07678 1.76474  -0.10
P 2.41910 -1.00588 -0.13066  0.29
O 3.84930 -1.74158 -0.52296  -0.18
O 1.42810 -1.44608 -1.14916  -0.33
O 2.81830 0.43552 0.11524  -0.37
P 0.54520 -1.38308 2.43754  0.20
O -0.48660 -2.06708 1.43984  -0.20
O 0.65690 -2.10258 3.72894  -0.34
O 0.35450 0.11422 2.50264  -0.38
H 3.95050 -0.99748 2.68514  0.15
H 2.44170 -0.36728 3.18834  0.12
H 3.07680 0.11752 1.63624  0.10
H 3.75000 -3.19288 1.58504  0.07
H 2.13160 -3.66798 1.02914  0.09
H 2.42090 -3.44998 2.75604  0.07
H 3.61730 -2.47378 -1.08846  0.04
H -0.48300 -1.34378 0.75464  -0.08
N -4.64390 -2.77558 -3.87326  -0.01
C -3.85980 -1.08078 -1.77606  -0.06
C -2.49410 -1.29188 -1.20916  -0.33
N -2.23610 -0.21258 -0.22446  -0.02
H -4.39470 -2.15118 -3.04526  -0.06
H -4.24000 -3.68278 -3.66406  0.00
H -4.11090 -2.40678 -4.65616  0.00
H -4.66580 -1.23768 -1.06516  0.05
H -3.96440 -0.15838 -2.33806  0.05
H -1.70400 -1.20968 -1.96416  0.11
H -2.40660 -2.25118 -0.69056  0.11
H -2.89440 -0.28188 0.55004  0.09
H -2.38540 0.67922 -0.69796  0.05
O -0.45010 1.76812 -1.35896  -0.14
N -0.08920 2.83012 -0.76646  -0.23
C -0.99760 3.80912 -0.51756  -0.03
C -0.63860 4.99362 0.07464  -0.08
C 0.68780 5.23152 0.41084  -0.09
C 1.61090 4.22302 0.14754  -0.05
C 1.21000 3.04382 -0.42376  -0.01
H -2.01610 3.58482 -0.79756  0.13
H -1.39500 5.73832 0.27234  0.10
H 0.99490 6.14982 0.88484  0.09
H 2.65240 4.35452 0.39674  0.11
H 1.86970 2.20172 -0.60936  0.10

---

Entry 5:
C9H22O13V | ωB97M-V with the def2-TZVPD basis set

As for the multiplicity: 3. The calculation puts the energy above the lowest of the compared OMol25 structures with the same formula, charge and spin at 0.0 kcal per mole. The value obtained for the lowest unoccupied orbital energy (alpha / beta) is 2.803 / 2.803 eV. The calculation puts the orbital gap (alpha / beta) at 5.9283 / 6.7158 eV. The HOMO energy (alpha / beta) comes out at -3.12 / -3.91 eV. As for the total charge: -1. As for the largest force on an atom: 0.08142 Eh/bohr.

Each line ends with the Löwdin charge.
Element x y z (Å)
V 0.71827 -2.76782 -0.86482  0.98
O 0.12590 -0.80544 -0.89905  -0.41
H 0.45943 -0.02315 -1.34088  -0.08
O 2.20376 -2.45725 0.41085  -0.41
H 2.71855 -2.10737 1.12923  -0.04
O -0.27294 -3.51953 -2.36725  -0.40
H -0.65696 -3.55711 -3.23683  -0.05
O -0.92019 -2.81217 0.31492  -0.41
H -1.45434 -3.60990 0.27674  -0.06
C 5.23590 -4.35765 -1.36075  -0.05
O 4.57007 -5.23797 -2.23580  0.00
C 3.25248 -5.06938 -2.34381  -0.60
O 2.63486 -4.28671 -1.70253  0.11
O 2.80722 -5.93549 -3.25504  0.01
C 1.47687 -5.70960 -3.74197  -0.03
H 4.78540 -4.41344 -0.36801  0.10
H 5.21354 -3.32254 -1.70582  0.09
H 6.27498 -4.67435 -1.31471  0.09
H 0.70409 -5.96079 -3.02192  0.09
H 1.35102 -6.39354 -4.58638  0.09
H 1.39544 -4.68817 -4.09369  0.07
C 1.36416 -1.75928 -5.01085  -0.05
O 2.49216 -1.04712 -4.54463  0.01
C 2.62485 -1.03387 -3.21072  -0.59
O 2.05838 -1.74186 -2.44872  0.06
O 3.47898 -0.06641 -2.87662  0.01
C 3.78405 -0.01168 -1.46999  -0.02
H 1.69059 -2.47396 -5.77372  0.09
H 0.67140 -1.08873 -5.52644  0.09
H 0.82554 -2.28416 -4.22063  0.07
H 4.04104 -1.00327 -1.11187  0.08
H 3.02657 0.54132 -0.92484  0.10
H 4.69355 0.59941 -1.40882  0.09
C 1.65855 -4.58877 2.51132  -0.01
O 1.24944 -5.91895 2.09937  -0.03
C 0.76870 -5.96483 0.85623  -0.58
O 0.70425 -5.04329 0.10177  0.10
O 0.30649 -7.18413 0.54749  0.01
C 0.16849 -8.17988 1.55613  -0.05
H 0.90808 -3.86646 2.19114  0.09
H 2.58503 -4.33575 2.00474  0.08
H 1.76289 -4.65634 3.58958  0.09
H 1.12298 -8.66113 1.77266  0.09
H -0.52012 -8.90925 1.13842  0.09
H -0.24148 -7.73967 2.46311  0.09

---

Entry 6:
C9H23ClNO5S | ωB97M-V with the def2-TZVPD basis set

The value obtained for the lowest unoccupied orbital energy is 2.300 eV. The calculation puts the orbital gap at 6.2849 eV. The HOMO energy comes out at -3.99 eV. As for the total charge: -1. As for the largest force on an atom: 0.06288 Eh/bohr.

Each line ends with the Löwdin charge.
Element x y z (Å)
Cl -0.49105 -2.30490 1.05251  -0.98
C 3.72025 -7.95400 -1.34744  -0.09
C 2.73298 -6.93339 -0.75264  -0.32
O 2.90772 -5.58374 -1.19064  -0.09
H 4.71454 -7.51073 -1.29264  0.07
H 3.53740 -8.16692 -2.40069  0.06
H 3.64718 -8.83861 -0.71479  0.07
H 2.89470 -6.87137 0.32351  0.11
H 1.72072 -7.28317 -0.95533  0.10
H 2.24925 -5.03940 -0.75277  0.08
C -3.77420 -2.56791 -5.48848  -0.09
C -2.72995 -2.85334 -4.43287  -0.33
O -3.41127 -3.12605 -3.19283  -0.09
H -3.30895 -2.58262 -6.47409  0.07
H -4.21764 -1.63404 -5.14301  0.07
H -4.54192 -3.31895 -5.30231  0.07
H -2.10041 -1.97862 -4.26966  0.11
H -2.06374 -3.68186 -4.67332  0.10
H -2.84961 -2.90002 -2.44782  0.08
C -4.35071 1.51182 -1.21339  -0.07
C -4.24004 2.90263 -0.93101  -0.31
N -4.14662 4.03530 -0.70633  0.12
H -3.89407 1.38837 -2.19540  0.09
H -5.36289 1.10976 -1.25745  0.09
H -3.81189 1.02459 -0.40076  0.10
O 1.71751 2.99676 4.81257  -0.32
S 0.80269 3.84920 4.01943  0.71
O -0.65860 3.84295 4.18218  -0.30
O 1.24314 5.47680 4.34174  -0.33
C 2.62246 5.93095 4.46838  -0.24
C 2.64553 7.52367 4.28086  -0.04
C 1.16805 3.79848 2.22161  -0.10
H 3.18799 5.40336 3.70031  0.09
H 3.01331 5.51561 5.39727  0.11
H 3.71628 7.70350 4.37715  0.07
H 2.07512 7.91465 5.12339  0.06
H 2.06012 7.88196 3.43409  0.07
H 0.64575 2.88774 1.92859  0.07
H 2.24158 3.73615 2.04345  0.06
H 0.68928 4.69539 1.82863  0.07